Model w:
C40H23BrF15GeN5PtS as an isolated structure, computed with wB97M-V/def2-TZVPD.

The geometry in XYZ format:
```
87
C40H23BrF15GeN5PtS wB97M-V/def2-TZVPD
Pt 1.408 1.465 0.493
Br 7.875 4.153 -0.546
C 6.000 3.895 -0.485
C 5.553 2.456 -0.415
C 3.982 2.303 -0.525
C 3.176 3.577 -0.358
C 3.734 4.771 -0.434
C 5.184 4.936 -0.540
N 1.799 3.339 -0.095
C 0.802 4.114 -0.185
C -0.482 3.562 0.283
C -1.634 4.307 0.340
C -2.761 3.752 0.937
C -2.683 2.475 1.446
C -1.502 1.751 1.298
N -0.432 2.283 0.726
H 7.093 2.041 0.921
H 3.638 0.303 -0.141
H 3.127 5.665 -0.353
H 5.587 5.937 -0.618
H 0.869 5.125 -0.580
H -1.639 5.310 -0.066
H -3.683 4.314 1.002
H -3.526 2.014 1.937
H -1.400 0.725 1.619
C 4.084 -2.514 0.337
C 2.597 -2.835 0.553
C 2.437 -3.704 1.799
C 2.070 -3.572 -0.687
C 1.879 -1.552 0.724
C 1.318 -0.486 0.859
H 4.652 -3.434 0.179
H 4.501 -2.001 1.208
H 4.215 -1.883 -0.547
H 2.995 -4.636 1.676
H 1.390 -3.950 1.964
H 2.813 -3.186 2.683
H 2.575 -4.537 -0.791
H 2.249 -2.980 -1.586
H 1.002 -3.742 -0.613
N 6.636 1.438 -2.539
C 5.567 1.827 -1.800
C 4.228 1.831 -1.931
N 3.438 1.181 0.341
C 4.061 1.124 1.661
C 5.353 1.392 1.772
N 6.157 1.745 0.693
H 6.493 1.273 -3.522
H 7.532 1.830 -2.300
H 3.532 1.576 -2.718
H 3.444 0.795 2.478
H 5.850 1.304 2.728
F -1.281 -3.245 0.859
C -2.048 -2.608 1.743
C -2.860 -1.556 1.339
C -3.596 -0.958 2.346
F -4.389 0.105 2.093
C -3.568 -1.378 3.662
F -4.294 -0.757 4.599
C -2.774 -2.448 4.009
F -2.743 -2.876 5.272
C -2.005 -3.068 3.046
F -1.236 -4.103 3.391
Ge -2.897 -1.070 -0.610
S -1.077 -0.388 -1.391
C -3.570 -2.682 -1.596
C -3.745 -2.512 -2.964
F -3.664 -1.292 -3.515
C -4.022 -3.558 -3.824
F -4.185 -3.351 -5.135
C -4.132 -4.837 -3.315
F -4.379 -5.865 -4.130
C -4.004 -5.044 -1.958
F -4.143 -6.279 -1.462
C -3.742 -3.970 -1.127
F -3.692 -4.241 0.189
C -4.517 0.090 -0.779
C -5.748 -0.389 -0.361
F -5.844 -1.612 0.183
C -6.914 0.347 -0.444
F -8.079 -0.143 -0.011
C -6.863 1.623 -0.971
F -7.973 2.360 -1.053
C -5.659 2.137 -1.404
F -5.613 3.380 -1.905
C -4.512 1.369 -1.310
F -3.385 1.941 -1.749
```

Summary:
Molecular weight, u: 1238.288
Lowest unoccupied orbital energy, eV: -2.065
Gap between HOMO and LUMO, eV: 4.77

Here are the Mulliken charges for atoms 1 to 2, given in e: 0.544 -0.128

***

Model x:
C40H23BrF15GeN5PtS as an isolated structure, computed with wB97M-V/def2-TZVPD.

The geometry in XYZ format:
```
87
C40H23BrF15GeN5PtS wB97M-V/def2-TZVPD
Pt -1.332 0.134 -0.707
Br -2.975 -6.943 -0.399
C -3.076 -5.059 -0.407
C -4.310 -4.444 -0.575
C -4.386 -3.063 -0.590
C -3.233 -2.299 -0.440
C -2.012 -2.924 -0.280
C -1.926 -4.307 -0.259
N -3.205 -0.858 -0.439
C -4.281 -0.207 -0.230
C -4.377 1.272 -0.199
C -5.595 1.873 0.077
C -5.637 3.262 0.107
C -4.472 3.972 -0.127
C -3.296 3.270 -0.390
N -3.259 1.950 -0.434
H -5.202 -5.039 -0.702
H -5.359 -2.620 -0.749
H -1.131 -2.309 -0.156
H -0.966 -4.787 -0.132
H -5.214 -0.728 -0.030
H -6.478 1.279 0.269
H -6.565 3.776 0.316
H -4.465 5.052 -0.104
H -2.355 3.779 -0.560
C -2.333 -0.763 4.381
C -1.396 0.354 3.907
C -0.028 0.198 4.578
C -1.992 1.714 4.290
C -1.246 0.279 2.444
C -1.178 0.175 1.240
H -2.455 -0.721 5.464
H -1.930 -1.741 4.114
H -3.315 -0.663 3.917
H -0.122 0.244 5.664
H 0.633 1.003 4.252
H 0.433 -0.753 4.309
H -2.117 1.782 5.372
H -2.966 1.854 3.818
H -1.338 2.524 3.964
N 0.598 -0.268 -5.741
C -0.514 -0.036 -4.993
C -0.461 -0.178 -3.591
N -1.518 0.075 -2.848
C -2.656 0.440 -3.468
C -2.692 0.542 -4.838
N -1.631 0.316 -5.613
H 1.499 -0.287 -5.297
H 0.557 -0.009 -6.711
H 0.448 -0.458 -3.083
H -3.516 0.651 -2.852
H -3.607 0.838 -5.335
F 2.373 3.249 1.098
C 2.705 2.333 2.015
C 2.755 0.993 1.666
C 3.116 0.115 2.673
F 3.140 -1.210 2.468
C 3.458 0.540 3.947
F 3.791 -0.340 4.893
C 3.415 1.889 4.248
F 3.718 2.310 5.474
C 3.027 2.796 3.277
F 2.975 4.096 3.567
Ge 2.398 0.522 -0.205
S 0.585 1.365 -1.023
C 3.780 1.366 -1.354
C 3.717 1.086 -2.709
F 2.782 0.235 -3.186
C 4.582 1.627 -3.641
F 4.469 1.327 -4.939
C 5.577 2.488 -3.214
F 6.422 3.023 -4.091
C 5.692 2.779 -1.866
F 6.659 3.594 -1.448
C 4.803 2.212 -0.966
F 5.001 2.511 0.324
C 2.936 -1.363 -0.447
C 4.238 -1.695 -0.115
F 5.052 -0.760 0.400
C 4.762 -2.966 -0.269
F 6.020 -3.238 0.075
C 3.955 -3.967 -0.782
F 4.434 -5.198 -0.940
C 2.651 -3.675 -1.138
F 1.872 -4.631 -1.650
C 2.172 -2.386 -0.970
F 0.916 -2.171 -1.373
```

Summary:
Molecular weight, u: 1238.288
Lowest unoccupied orbital energy, eV: -1.138
Gap between HOMO and LUMO, eV: 6.89

Here are the Mulliken charges for atoms 1 to 2, given in e: 1.929 -0.196

***

model x is the most stable structure shown above.